(1)
Here is a molecular structure, C17H22N5O5ScSe6 from OMol25. Energies are from ωB97M-V with the def2-TZVPD basis set.

Each line ends with the Löwdin charge.
Element x y z (Å)
Sc  -1.40418  -0.54218  0.56264  0.46
C  -2.87316  1.35597  -3.40857  -0.04
C  -2.72276  0.80880  -2.12826  -0.15
N  -1.57739  0.34404  -1.66873  0.06
C  -0.50232  0.39147  -2.48844  -0.18
C  -0.55421  0.93306  -3.77947  -0.17
C  -1.78985  1.41943  -4.23492  -0.02
C  0.61560  0.94077  -4.59915  -0.03
C  1.78457  0.43690  -4.15052  -0.04
C  1.87898  -0.11254  -2.83432  -0.14
C  3.06353  -0.67455  -2.33058  -0.02
C  3.05916  -1.23055  -1.07937  -0.04
C  1.87956  -1.20198  -0.32400  -0.15
N  0.76703  -0.64245  -0.75450  0.03
C  0.74959  -0.12180  -1.99814  -0.16
H  -3.85095  1.69345  -3.72170  0.11
H  -3.57358  0.73794  -1.47007  0.10
H  -1.86848  1.81532  -5.24090  0.11
H  0.53245  1.34283  -5.60236  0.11
H  2.66657  0.42424  -4.78059  0.10
H  3.95619  -0.67903  -2.94632  0.11
H  3.94257  -1.69491  -0.66190  0.10
H  1.81271  -1.66438  0.65561  0.03
O  0.15800  2.81859  4.00108  -0.12
C  0.34240  1.39487  3.98178  -0.24
C  1.57258  0.98491  3.16888  -0.57
C  2.83455  1.47080  3.90952  -0.24
O  2.91972  2.88059  4.06089  -0.09
C  1.58769  1.60019  1.75487  -0.51
Se  -0.13896  1.93927  0.87710  0.66
C  1.68449  -0.54411  3.12456  -0.56
Se  0.13933  -1.64559  2.59516  0.58
H  -0.21211  3.02367  3.12153  0.01
H  -0.54565  0.90559  3.58580  0.06
H  0.47078  1.08038  5.02183  0.13
H  3.72939  1.14834  3.36509  0.12
H  2.85792  0.98819  4.89765  0.11
H  2.00019  3.19157  4.14849  0.06
H  2.20891  0.97159  1.11132  0.04
H  2.07045  2.57477  1.80497  0.05
H  1.95157  -0.90938  4.11964  0.05
H  2.52742  -0.78934  2.46968  0.04
Se  -2.33503  -2.44298  -4.00348  -0.27
Se  -4.35516  -2.21522  -2.82721  -0.23
Se  -4.25972  -3.60670  -0.92625  -0.13
Se  -3.73088  -2.28301  0.95136  0.02
N  -0.69534  -3.83988  0.02031  -0.04
N  -1.06226  -2.61678  -0.64522  -0.20
H  -1.23441  -4.58621  -0.41474  0.05
H  -1.05033  -3.75990  0.96930  -0.01
H  -1.98493  -2.74169  -1.06654  -0.11
H  -0.44234  -2.52571  -1.44259  0.04
O  -4.07706  1.58182  2.41374  0.07
N  -3.27777  0.88342  1.83560  -0.57
O  -2.53450  0.05484  2.41747  -0.23
O  -3.11056  0.93326  0.58296  -0.20

Calculated values
- charge = -2
- maximum force (eV Å⁻¹) = 0.65
- lowest unoccupied orbital energy (eV) = 4.1
- relative energy (zero: lowest compared OMol25 entry of this formula, charge and spin) (kcal/mol) = 0.0

(2)
Here is a molecular structure, C17H23AuN4O4PTe at a distorted geometry from OMol25. Energies are from ωB97M-V with the def2-TZVPD basis set.

Each line ends with the Löwdin charge.
Element x y z (Å)
Au  -0.50247  0.46710  -0.18112  0.84
O  1.44809  -0.31154  -1.13516  -0.75
C  2.68773  0.17433  -0.89268  -0.33
C  3.78015  -0.45815  -1.52176  -0.09
C  5.08450  -0.12974  -1.24712  -0.05
C  5.36031  0.90412  -0.36434  -0.06
C  4.31677  1.57563  0.22628  -0.02
C  2.96991  1.24461  0.00519  -0.04
C  1.94835  2.01023  0.75237  -0.24
N  0.64001  1.78748  0.86776  -0.06
C  0.11203  2.73073  1.71659  -0.11
C  1.10799  3.55220  2.12274  -0.06
N  2.24626  3.09378  1.51225  0.11
H  3.54006  -1.25733  -2.21067  0.03
H  5.89068  -0.67375  -1.72017  0.12
H  6.38098  1.18192  -0.14503  0.12
H  4.56262  2.37873  0.90755  0.11
H  -0.93540  2.74376  1.95510  0.11
H  1.10025  4.41501  2.76262  0.12
H  3.15535  3.50969  1.60660  0.15
C  -0.05293  -3.82087  -0.32355  -0.06
C  -0.65784  -3.88415  -1.71156  -0.28
O  -1.59255  -2.80514  -1.90750  -0.24
P  -1.23633  -1.33986  -2.40775  0.26
O  -1.86165  -0.36274  -1.48782  -0.41
Te  1.13579  -0.97464  -2.73398  1.42
O  -2.02098  -1.21908  -3.76999  -0.23
C  -1.66048  -2.07698  -4.87776  -0.28
C  -2.20463  -1.45807  -6.14393  -0.06
H  0.63694  -4.65179  -0.18116  0.09
H  -0.84014  -3.87654  0.42895  0.07
H  0.48363  -2.87905  -0.18878  0.06
H  -1.23205  -4.79871  -1.85211  0.13
H  0.12633  -3.84402  -2.47177  0.08
H  -2.07865  -3.07024  -4.70511  0.13
H  -0.56683  -2.16255  -4.93256  0.09
H  -3.28618  -1.36115  -6.06530  0.09
H  -1.96611  -2.08721  -6.99974  0.09
H  -1.77520  -0.46721  -6.28218  0.09
C  -3.73722  -3.42481  2.59785  0.00
N  -2.65588  -2.48841  2.34630  -0.13
C  -1.46929  -2.43351  3.03037  -0.07
C  -0.75174  -1.41585  2.47328  -0.14
N  -1.49069  -0.85223  1.46423  -0.05
C  -2.62342  -1.51849  1.40872  -0.16
H  -3.53369  -3.97120  3.51459  0.09
H  -3.82846  -4.13901  1.78001  0.09
H  -4.67990  -2.89301  2.71046  0.10
H  -1.23917  -3.10729  3.83668  0.12
H  0.22941  -1.05124  2.72391  0.10
H  -3.41240  -1.32228  0.70168  0.14

Calculated values
- charge = +1
- maximum force (eV Å⁻¹) = 8.61
- lowest unoccupied orbital energy (eV) = -2.7
- relative energy (zero: lowest compared OMol25 entry of this formula, charge and spin) (kcal/mol) = 30.4

(3)
Here is a molecular structure, C17H23Cl5GeN2Zn from OMol25. Energies are from ωB97M-V with the def2-TZVPD basis set.

Each line ends with the Löwdin charge.
Element x y z (Å)
Zn  2.33768  -1.75497  0.84655  0.87
Cl  1.75030  -2.23731  3.45594  0.69
C  0.59203  -3.04108  2.39882  -0.70
C  0.72712  -2.75152  1.04995  -0.36
C  -0.14288  -3.35839  0.16279  -0.72
Cl  0.02311  -3.01758  -1.52673  0.71
C  -1.12420  -4.24129  0.61128  -0.70
Cl  -2.18367  -4.99350  -0.49568  0.75
C  -1.23154  -4.51059  1.98332  -0.68
Cl  -2.42321  -5.58730  2.54647  0.78
C  -0.36391  -3.90464  2.90325  -0.70
Cl  -0.47841  -4.21373  4.57676  0.76
C  -1.00717  4.28824  -2.52745  -0.06
C  -0.25546  3.00700  -2.22004  -0.30
C  -0.81656  1.74303  -2.86865  -0.26
C  -0.05940  0.51378  -2.32048  -0.30
Ge  0.01742  0.98885  -0.45399  1.15
C  -1.47743  0.97467  0.74839  -0.31
C  -2.30951  2.27688  0.66609  -0.28
C  -3.57347  2.19173  1.52146  -0.25
C  -4.57453  1.15648  1.02504  -0.10
H  -0.55328  5.15131  -2.04537  0.09
H  -2.05070  4.22384  -2.21999  0.09
H  -0.98352  4.45403  -3.60618  0.10
H  -0.29985  2.91120  -1.08171  0.06
H  0.80901  3.10737  -2.44539  0.13
H  -0.73443  1.80400  -3.95414  0.13
H  -1.88102  1.65631  -2.63740  0.12
H  0.95558  0.45259  -2.71375  0.08
H  -0.56339  -0.43364  -2.49216  0.04
H  1.40046  1.30668  0.14182  -0.02
H  -1.08792  0.83059  1.75805  0.08
H  -2.08914  0.10845  0.48523  0.07
H  -2.59510  2.47063  -0.37226  0.09
H  -1.69952  3.12125  0.99792  0.12
H  -4.03719  3.17939  1.52658  0.12
H  -3.29009  1.98248  2.55640  0.12
H  -4.77577  1.27720  -0.04216  0.08
H  -5.52474  1.26042  1.54611  0.08
H  -4.23482  0.13254  1.19342  0.07
N  5.19137  -2.02482  1.12343  0.03
C  6.35153  -1.80988  0.49946  -0.02
C  6.10056  -0.99391  -0.58754  0.00
C  4.73685  -0.75283  -0.54553  -0.10
N  4.17755  -1.37394  0.50502  -0.12
H  5.03654  -2.54256  1.97424  0.17
H  7.26770  -2.24171  0.86932  0.15
H  6.81379  -0.62803  -1.30480  0.13
H  4.13326  -0.15773  -1.21166  0.12

Calculated values
- charge = +2
- maximum force (eV Å⁻¹) = 0.45
- lowest unoccupied orbital energy (eV) = -7.5

Q: Among the records above, which one has the highest charge?
A: C17H23Cl5GeN2Zn

Q: Look up the charge of the second one.
A: +1

Q: Number 2 is which compound?
A: C17H23AuN4O4PTe

Q: What is the charge in the first record?
A: -2